(1)
The following is a quantum chemistry calculation of C10H10N2O in the gas phase in a non-equilibrium geometry, from the Open Molecules 2025 dataset.

Last column: Löwdin charge in e.
Geometry (Å):
1 C 3.094 -1.498 -1.625  0.01
2 C 2.177 -0.479 -1.591  -0.34
3 C 2.001 0.377 -2.776  -0.04
4 C 1.145 1.354 -2.928  -0.19
5 O 0.423 2.233 -2.900  0.21
6 N 1.227 -0.527 -0.607  -0.02
7 N 0.228 0.348 -0.390  0.09
8 C -0.528 0.146 0.657  -0.27
9 C -0.498 -0.749 1.788  -0.02
10 C -1.465 -0.593 2.771  -0.05
11 C -2.493 0.445 2.728  -0.10
12 C -2.721 1.075 1.558  -0.11
13 C -1.802 0.930 0.435  -0.16
14 H 3.248 -2.307 -0.910  0.04
15 H 3.852 -1.703 -2.426  0.06
16 H 2.426 0.079 -3.657  0.08
17 H 1.384 -1.401 -0.133  0.13
18 H 0.263 -1.478 1.767  0.08
19 H -1.265 -1.269 3.588  0.09
20 H -3.218 0.665 3.536  0.11
21 H -3.574 1.830 1.553  0.13
22 H -2.428 0.557 -0.343  0.11
23 H -1.476 1.965 -0.093  0.17

Force components x, y, z for each atom (eV/Å):
C 1.107 0.021 -0.947
C 0.619 -1.450 -1.517
C -0.543 0.222 1.517
C 0.560 -0.866 1.707
O -1.235 1.601 -0.756
N 1.001 -0.357 0.452
N 0.281 -1.226 1.026
C -1.184 1.178 -2.110
C -1.875 1.260 0.155
C 2.425 -0.371 -1.085
C -1.025 -0.111 -0.423
C -0.619 1.709 2.141
C 0.742 2.993 -1.071
H -0.723 0.564 0.506
H -1.117 1.021 0.436
H 1.384 -0.791 -1.967
H -0.798 0.094 0.928
H 0.624 -0.906 0.721
H -0.748 0.115 0.497
H 0.855 -0.619 -0.275
H 1.247 -1.103 -0.383
H -0.133 -0.996 -1.066
H -0.846 -1.982 1.515

Values from the calculation:
SMILES   C=C(C=C=O)N/N=C1\C=CC=CC1
ΔE to the lowest compared entry with this formula, charge and spin   116.7 kcal per mole
Strongest force on any atom   3.26 eV/A
E_tot   -571.63955 hartree

=====

(2)
The following is a quantum chemistry calculation of 2 unconnected molecules or ions with the total composition C11H16FN2 in a non-equilibrium geometry, from the Open Molecules 2025 dataset.

Last column: Löwdin charge in e.
Geometry (Å):
1 C -1.727 0.322 0.130  -0.13
2 C 0.010 -1.379 0.354  -0.29
3 C -1.370 -1.042 0.214  -0.21
4 C -0.785 1.242 0.221  -0.26
5 C 0.873 -0.319 0.454  -0.03
6 C -3.100 0.958 0.034  -0.09
7 C -1.308 2.666 0.170  -0.08
8 C -2.746 2.468 -0.457  -0.14
9 C 0.463 -2.768 0.189  -0.06
10 C 4.161 -0.912 -0.751  -0.01
11 C 4.367 0.342 -0.034  -0.04
12 N 0.460 0.924 0.413  0.07
13 N -2.301 -2.014 0.151  0.17
14 F 3.783 0.519 1.033  0.22
15 H -3.827 0.638 -0.670  0.09
16 H -3.486 0.962 1.118  0.15
17 H -1.622 3.150 1.233  0.17
18 H -0.648 3.307 -0.364  0.09
19 H -2.717 2.589 -1.605  0.14
20 H -3.490 3.148 -0.139  0.08
21 H -0.237 -3.069 -0.671  0.11
22 H 1.544 -2.630 -0.023  0.06
23 H 0.346 -3.415 1.107  0.11
24 H 3.059 -1.108 -0.914  0.10
25 H 4.870 -0.893 -1.587  0.11
26 H 4.387 -1.760 -0.121  0.12
27 H 5.147 1.135 -0.269  0.18
28 H 1.071 1.656 0.694  0.14
29 H -3.217 -1.710 -0.098  0.10
30 H -1.962 -3.003 0.185  0.13

Force components x, y, z for each atom (eV/Å):
C -2.035 -1.595 -0.846
C -1.518 2.188 0.117
C 0.540 -0.458 0.200
C -1.798 3.122 0.401
C 2.761 -2.210 0.224
C 0.809 2.219 1.208
C -2.680 0.226 2.085
C 1.528 -1.824 -1.117
C -0.483 -0.313 -0.157
C -0.241 0.807 -0.725
C 1.499 -0.610 -1.700
N 1.034 0.671 0.500
N 1.103 -0.838 0.186
F -1.020 0.793 2.255
H -0.592 -1.139 -0.325
H -0.006 0.188 -1.680
H 1.545 -1.270 -2.046
H 0.392 0.781 -0.352
H 0.023 -0.722 1.685
H -0.515 0.816 0.627
H 1.810 -0.726 0.885
H -0.735 -0.959 -0.304
H -0.045 0.524 -1.058
H 1.103 0.588 -0.355
H -0.746 -0.367 -0.193
H 0.440 -0.316 0.768
H -1.069 -0.950 0.049
H 0.664 0.515 -0.125
H -0.576 -0.653 -0.057
H -1.190 1.513 -0.151

Values from the calculation:
ΔE to the lowest compared entry with this formula, charge and spin   82.0 kcal per mole
Strongest force on any atom   3.62 eV/A
E_tot   -637.69686 hartree
Charge   +1

=====

(3)
The following is a quantum chemistry calculation of 2 unconnected molecules or ions with the total composition C6H15NO in a non-equilibrium geometry, from the Open Molecules 2025 dataset.

Last column: Löwdin charge in e.
Geometry (Å):
1 C 1.739 -0.774 -1.356  0.03
2 C 0.614 -0.527 -0.686  -0.38
3 C -0.728 -0.877 -1.242  -0.08
4 C 0.783 0.066 0.677  -0.16
5 C 0.699 1.626 0.496  -0.37
6 C 0.705 2.310 1.859  -0.07
7 N -0.658 1.879 -0.115  0.02
8 H 2.646 -0.816 -0.841  0.03
9 H 1.847 -0.994 -2.455  0.08
10 H -1.606 -0.573 -0.717  0.06
11 H -0.721 -1.925 -1.332  0.05
12 H -0.861 -0.536 -2.259  0.08
13 H 1.684 -0.318 1.234  0.13
14 H -0.065 -0.309 1.257  0.11
15 H 1.457 1.928 -0.234  0.14
16 H -0.340 2.504 2.227  0.10
17 H 1.267 1.781 2.530  0.03
18 H 1.305 3.192 1.956  0.06
19 H -0.821 1.739 -1.141  0.10
20 H -1.335 1.575 0.496  0.02
21 O -2.352 -3.075 0.169  0.00
22 H -2.260 -3.656 -0.527  0.00
23 H -1.649 -3.098 0.775  0.02

Force components x, y, z for each atom (eV/Å):
C -0.822 -0.367 -2.081
C 1.251 -0.305 -0.355
C 0.357 0.749 -0.759
C 0.073 -0.309 0.494
C -2.118 -1.216 -0.234
C -1.235 1.216 -1.020
N 2.780 1.857 -2.303
H 1.443 0.492 0.738
H -0.606 -0.104 1.218
H -0.262 0.181 0.701
H -0.327 -1.379 0.026
H 0.163 0.357 -0.433
H -0.506 0.598 -0.827
H -0.160 0.532 0.448
H 0.002 0.140 0.399
H 1.161 -0.243 -0.265
H 0.811 -2.287 1.991
H -0.240 1.312 -0.819
H 0.393 -0.134 1.939
H -2.011 -0.906 0.997
O -2.374 2.273 1.322
H 0.749 -2.015 -1.955
H 1.479 -0.441 0.778

Values from the calculation:
SMILES   C=C(C)C[C@H](C)N.O
ΔE to the lowest compared entry with this formula, charge and spin   65.7 kcal per mole
Strongest force on any atom   4.06 eV/A
E_tot   -367.52666 hartree